DFT (the ωB97M-V functional and the def2-TZVPD basis) results for a cluster of 9 separate species, C38H67N9O2 in total in a non-equilibrium geometry.

Results
LUMO level: 0.3 eV
spin multiplicity: 1
gap between HOMO and LUMO: 7.881 eV
SMILES: c1cc[nH]c1.c1cc[nH]c1.COCCNCCOC.CCCC#N.CCCC#N.CCCC#N.CCCC#N.CCCC#N.CCCC#N

The geometry in XYZ format:
```
116
Properties=species:S:1:pos:R:3:mulliken_charge:R:1
C 0.25330 -1.23589 -0.14197 -0.836
C 0.21570 0.01996 -0.86322 0.706
C -1.08609 0.30805 -1.26187 -1.597
N -1.83932 -0.76813 -0.89464 0.465
C -1.02303 -1.71335 -0.35797 -1.125
H 1.09951 -1.76512 0.27062 0.368
H 1.15495 0.54477 -0.95700 0.577
H -1.49516 1.14861 -1.80273 0.464
H -2.79297 -0.88686 -1.20538 0.318
H -1.44890 -2.62939 0.02402 0.502
C 0.06447 -7.20534 -0.07926 -0.515
C -0.43149 -5.92225 -0.09787 -0.119
C -0.02257 -5.33107 -1.27397 -0.796
N 0.61951 -6.22120 -2.05821 0.060
C 0.70632 -7.39870 -1.30973 -0.784
H 0.01730 -7.83295 0.79840 0.416
H -0.67464 -5.42604 0.83007 0.353
H -0.10855 -4.34159 -1.69816 0.739
H 1.03745 -6.08368 -2.96733 0.312
H 1.31705 -8.21638 -1.66301 0.374
C 4.36570 -2.06622 3.12279 -0.688
O 3.36172 -1.14535 3.27240 -0.139
C 3.64745 0.13337 2.56409 -0.904
C 2.37618 1.02242 2.32481 -0.402
N 1.81545 1.56347 3.58936 -0.316
C 0.82844 2.62063 3.31009 -0.345
C 0.22601 3.28541 4.61455 -0.772
O -0.94988 2.50891 5.02388 -0.260
C -1.06006 2.30034 6.46915 -0.740
H 3.89373 -2.84093 3.72709 0.234
H 5.28443 -1.77457 3.63169 0.291
H 4.53524 -2.42672 2.10820 0.195
H 3.91649 -0.13057 1.54133 0.396
H 4.37804 0.79398 3.03093 0.331
H 1.70466 0.32294 1.82691 0.146
H 2.68597 1.80806 1.63568 0.547
H 1.50074 0.80361 4.17559 0.107
H 0.05963 2.15825 2.69103 0.295
H 1.40873 3.39300 2.80531 0.424
H -0.13892 4.22793 4.20642 0.349
H 0.97826 3.43830 5.38840 0.409
H -1.21989 3.24796 6.98350 0.333
H -0.17879 1.70037 6.69608 0.346
H -1.98979 1.73845 6.55847 0.173
C 5.03276 0.68260 -2.92282 -1.298
C 3.73632 0.32679 -3.51018 -0.212
C 2.65080 1.38184 -3.29167 0.480
C 2.88781 2.71891 -3.92024 0.025
N 3.04759 3.81235 -4.38919 -0.598
H 5.39237 1.54286 -3.48738 0.469
H 5.73181 -0.14695 -3.02895 0.368
H 5.04855 0.97341 -1.87244 0.262
H 3.29650 -0.60328 -3.15014 0.108
H 3.83039 0.27523 -4.59489 0.292
H 2.47896 1.58679 -2.23499 -0.131
H 1.73184 0.93556 -3.67174 0.258
C -7.07725 0.89960 0.80671 -1.080
C -5.82241 0.35584 1.55999 -0.603
C -4.54322 1.15406 1.15005 -0.186
C -4.32788 1.50795 -0.28641 0.233
N -4.11282 1.81586 -1.40031 -0.449
H -6.97382 0.84791 -0.27714 0.339
H -7.23425 1.91325 1.17544 0.308
H -7.92825 0.42701 1.29717 0.359
H -5.52742 -0.67300 1.35364 0.336
H -6.04173 0.41076 2.62628 0.326
H -3.65263 0.63638 1.50637 0.095
H -4.50221 2.09637 1.69638 0.389
C -1.23136 2.63070 -7.02490 -1.284
C -1.41483 1.78456 -5.71802 0.090
C -2.77720 1.76354 -4.95702 0.513
C -3.88280 1.12562 -5.67774 -0.095
N -4.74469 0.59958 -6.22312 -0.483
H -0.21933 2.39199 -7.35189 0.360
H -1.43316 3.69809 -6.93517 0.305
H -1.78514 2.37798 -7.92909 0.362
H -0.58703 2.07785 -5.07240 -0.058
H -1.14712 0.74063 -5.88128 0.408
H -3.22677 2.74127 -4.78371 0.014
H -2.76819 1.15778 -4.05088 -0.153
C -3.38924 5.09819 -0.95655 -0.756
C -2.06224 5.81964 -1.38702 -0.692
C -1.41507 5.32675 -2.69248 -0.331
C -0.67793 4.05631 -2.48622 0.075
N -0.05807 3.07352 -2.37467 -0.263
H -3.56150 5.63026 -0.02096 0.355
H -3.22087 4.06235 -0.66196 -0.048
H -4.06392 5.18904 -1.80781 0.345
H -1.37364 5.95907 -0.55366 0.440
H -2.47541 6.82124 -1.50623 0.323
H -0.76055 6.08525 -3.12189 0.346
H -2.06840 5.08786 -3.53164 0.219
C 0.32282 -1.90884 6.23689 -1.234
C -1.00029 -1.35078 5.74528 -0.529
C -1.04112 -1.15235 4.21564 0.956
C -0.99937 -2.40838 3.41772 0.217
N -0.94321 -3.40645 2.87035 -0.481
H 0.00613 -2.35172 7.18117 0.384
H 1.03584 -1.09262 6.35306 0.288
H 0.92066 -2.60585 5.64964 0.301
H -1.16433 -0.50084 6.40769 0.112
H -1.78426 -2.03428 6.07134 0.469
H -0.22269 -0.55695 3.81095 -0.685
H -1.93252 -0.54021 4.07859 0.151
C 2.88814 -3.49346 -0.16761 -0.982
C 4.07885 -4.32396 -0.71827 -0.657
C 4.27880 -3.72891 -2.15781 -0.231
C 3.12900 -3.91989 -3.08157 0.459
N 2.13622 -4.12858 -3.68780 -0.665
H 3.03297 -2.41325 -0.18367 0.346
H 2.95718 -3.72126 0.89609 0.332
H 1.89522 -3.84088 -0.45313 0.278
H 4.09370 -5.41237 -0.66137 0.403
H 4.98021 -4.20054 -0.11793 0.363
H 5.16659 -4.16422 -2.61655 0.440
H 4.39593 -2.64651 -2.10502 -0.009
```